Formula: C11H38N10O11
Source: the Open Molecules 2025 dataset
Level of theory: the ωB97M-V functional and the def2-TZVPD basis

Summary:
SMILES: NC(N)=O.NC(N)=O.NC(N)=O.NC(N)=O.NC(N)=O.OCCO.OCCO.OCCO
Total energy in hartree: -1817.2817
Multiplicity: 1

Each line ends with the Mulliken charge.
Element x y z (Å)
N: 2.5246 3.1432 0.9851  -0.291
C: 1.9913 3.8542 -0.0621  0.565
N: 2.1514 5.2009 0.0214  -0.488
O: 1.4176 3.3333 -1.0171  -0.637
H: 2.6243 2.1616 1.1817  0.239
H: 2.6389 3.7590 1.7754  0.184
H: 1.6594 5.7730 -0.6398  0.252
H: 2.7827 5.6414 0.6634  0.149
N: 1.0288 1.1663 -2.8368  -0.027
C: 2.0823 1.1938 -3.7114  0.529
N: 2.8996 2.2848 -3.5900  -0.328
O: 2.2865 0.3141 -4.5392  -0.702
H: 0.3693 0.4130 -2.8513  0.015
H: 0.9872 1.8943 -2.1341  0.242
H: 3.7595 2.2259 -4.1038  0.208
H: 2.8205 2.9925 -2.8834  0.175
N: -1.9686 1.8211 4.8863  -0.415
C: -2.8200 1.0999 4.0675  0.688
N: -2.4230 -0.2057 3.8672  -0.373
O: -3.8558 1.5739 3.6285  -0.622
H: -2.0698 2.8166 4.8886  0.207
H: -1.3258 1.3433 5.4863  0.174
H: -1.6100 -0.4624 4.3964  0.157
H: -3.0290 -0.9026 3.4816  0.192
N: -4.7340 -3.5121 -1.1310  -0.377
C: -3.7095 -2.6748 -1.4799  0.602
N: -2.4654 -3.1566 -1.1600  -0.290
O: -3.8911 -1.6452 -2.1359  -0.796
H: -5.6406 -3.4190 -1.5475  0.249
H: -4.4981 -4.4047 -0.7368  0.154
H: -2.3827 -3.9455 -0.5238  0.312
H: -1.7202 -2.4761 -1.1629  0.138
N: 4.3872 1.0456 -0.1853  -0.245
C: 4.4194 -0.3274 -0.3204  0.669
N: 5.6165 -0.8767 0.0624  -0.458
O: 3.4501 -0.9731 -0.6677  -0.662
H: 5.1650 1.5439 0.2060  0.178
H: 3.5868 1.5980 -0.4139  0.073
H: 5.7570 -1.8403 -0.1806  0.260
H: 6.4078 -0.3034 0.2795  0.153
O: -1.9403 3.1380 -3.2738  -0.585
C: -2.6832 3.1514 -2.0566  -0.344
C: -3.5403 1.9255 -1.9440  -0.349
O: -2.6902 0.7991 -1.9166  -0.461
H: -1.0747 2.7496 -3.1177  0.384
H: -1.9835 3.2282 -1.2154  0.025
H: -3.2562 4.0797 -2.0020  0.372
H: -4.3546 1.8267 -2.6650  0.371
H: -4.0716 1.9542 -0.9762  0.299
H: -3.1919 -0.0469 -1.9222  0.259
O: -1.3667 -5.1527 0.6567  -0.572
C: 0.0238 -4.8021 0.6241  0.156
C: 0.6818 -4.9701 1.9576  -0.568
O: 0.5573 -6.3018 2.4653  -0.536
H: -1.5554 -5.6027 1.4868  0.334
H: 0.4754 -5.3876 -0.1861  0.213
H: 0.1017 -3.7802 0.2403  -0.066
H: 0.2329 -4.2997 2.6948  0.251
H: 1.7338 -4.6804 1.9329  0.376
H: 1.0922 -6.8701 1.9023  0.337
O: 1.7467 -0.4131 1.5161  -0.632
C: 0.3484 -0.0349 1.6388  -0.247
C: -0.1318 0.6666 0.3920  -0.105
O: -0.5374 -0.2869 -0.5676  -0.389
H: 1.9432 -0.5631 0.5753  0.292
H: -0.2409 -0.9054 1.9195  0.081
H: 0.4458 0.7177 2.4295  0.262
H: 0.7023 1.2545 -0.0051  0.115
H: -0.9010 1.4042 0.6451  0.284
H: -1.2353 0.1345 -1.0917  0.387